[1]
Entry from OMol25: a structure of composition C2H4O3P (ωB97M-V/def2-TZVPD).

Summary:
Maximum force, eV/Å: 3.105
2S+1: 1
ΔE to the lowest compared entry with this formula, charge and spin, kJ/mol: 175.37
Total charge: -1
LUMO level, eV: 4.4
Gap between HOMO and LUMO, eV: 7.847

Each line ends with the Mulliken charge.
Element x y z (Å)
P: 1.942239 -0.389476 -0.454177  0.49
O: 0.941389 -0.812226 0.643730  -0.28
O: -0.317370 -2.154591 -0.772868  -0.72
O: 3.181624 0.210530 0.113254  -0.72
C: -0.375658 -1.131524 -0.072477  0.46
C: -1.297369 -0.206411 0.191663  -0.92
H: -2.253998 -0.603924 -0.005133  0.28
H: 1.266997 0.402871 -1.538689  0.08
H: -1.123348 0.627787 0.813650  0.31
H: 2.458915 -1.603695 -1.110393  0.04

Atoms 1-2, force components in eV/Å:
P 2.8 -0.7 -1.2
O -0.9 0.2 -0.5

---

[2]
Entry from OMol25: a structure of composition C24H26BClMoN6O6S2 (ωB97M-V/def2-TZVPD).

Summary:
Maximum force, eV/Å: 0.242
2S+1: 3
ΔE to the lowest compared entry with this formula, charge and spin, kJ/mol: 269.76
LUMO level (spin up / spin down), eV: -0.3 / -2.2
Gap between HOMO and LUMO (spin up / spin down), eV: 7.428 / 5.804

Each line ends with the Mulliken spin population.
Element x y z (Å)
Mo: -1.069137 -0.525566 -0.327860  1.00
Cl: 0.782429 -1.910958 -2.656594  0.01
S: -0.349963 1.954657 -0.707787  0.00
S: 3.712740 1.477642 -3.280364  0.63
O: 1.430637 -1.347470 -3.794814  0.00
O: 0.042534 -0.373809 1.341746  -0.03
O: -0.496028 -2.449295 -2.972302  0.00
O: -2.060937 -0.145168 -1.971059  0.03
O: 1.618013 -2.894071 -2.023197  0.00
O: 0.612704 -0.779122 -1.678078  -0.02
N: -2.826016 0.115459 0.685767  -0.01
N: 3.860123 -0.773953 -1.794419  0.07
N: -1.924185 -2.109449 0.470751  -0.03
N: 1.800130 2.473830 0.903652  0.00
N: 3.133973 0.982195 -0.674885  0.10
N: -0.104073 2.688089 1.932236  0.00
C: -5.001647 2.637197 -2.801878  -0.01
C: 4.417862 -1.609008 -2.851947  0.00
C: -4.115066 2.190622 -3.786795  0.01
C: 0.389857 -2.681176 1.152824  0.05
C: 0.881345 2.970708 2.853609  0.00
C: 1.090468 -3.825632 1.506234  -0.01
C: -2.991928 0.767286 -2.196493  0.01
C: 3.562821 0.572881 -1.908233  -0.09
C: 1.572592 -1.427186 2.855675  0.00
C: 2.032472 -3.777940 2.526337  0.01
C: 0.668187 -1.470793 1.796909  -0.02
C: 3.144907 -0.067628 0.151872  0.12
C: -4.882334 2.142405 -1.525283  0.01
C: 3.585147 -1.179016 -0.545601  0.17
C: -3.871417 1.226908 -1.193306  0.00
C: 2.058598 2.840116 2.206974  0.00
C: 0.468780 2.380939 0.748144  0.01
C: -3.819239 0.724457 0.157509  0.02
C: -2.485231 -1.981796 1.809185  0.01
C: -2.951590 -0.524308 1.992730  0.01
C: -1.522226 2.849693 2.169417  0.00
C: 2.254557 -2.584357 3.206497  -0.01
C: -0.684573 -2.605624 0.136910  -0.04
C: -3.136448 1.266372 -3.497103  0.00
B: 2.895823 2.474869 -0.212109  -0.01
H: -2.053505 2.441434 1.316771  0.00
H: -4.715615 0.866824 0.765176  0.00
H: -4.202049 2.570166 -4.797037  0.00
H: 4.806984 -0.955713 -3.626341  0.00
H: 2.582174 -4.668469 2.800645  0.00
H: -3.319761 -2.678561 1.913954  0.00
H: 2.974165 -2.553252 4.015319  0.00
H: -5.568445 2.464073 -0.749526  0.00
H: -0.653307 -3.286590 -0.705735  0.01
H: 1.747116 -0.486661 3.366299  0.00
H: -1.808686 2.323511 3.079220  0.00
H: -5.773568 3.354279 -3.043698  0.00
H: -1.765893 3.907322 2.270877  0.00
H: -2.452998 0.902851 -4.252497  0.00
H: 3.678395 -2.203743 -0.230265  -0.01
H: 2.571221 3.142747 -1.145727  0.00
H: 3.065817 2.987555 2.551815  0.00
H: 0.895098 -4.752820 0.980207  0.00
H: 5.221698 -2.208238 -2.430168  0.00
H: 3.916112 2.845142 0.319309  0.01
H: -1.739125 -2.233073 2.566181  0.00
H: 0.652989 3.239007 3.869441  0.00
H: 3.642752 -2.245742 -3.266151  0.00
H: -2.285220 -0.009701 2.685726  0.00
H: 2.835925 0.000947 1.178842  0.02
H: -3.976905 -0.456279 2.362487  0.00

Atoms 1-2, force components in eV/Å:
Mo -0.1 -0.2 0.0
Cl 0.1 0.0 0.0

---

[3]
Entry from OMol25: a structure of composition C2H3OPt (ωB97M-V/def2-TZVPD).

Summary:
Maximum force, eV/Å: 5.902
2S+1: 4
Total charge: +2
LUMO level (spin up / spin down), eV: -12.3 / -14.9
Gap between HOMO and LUMO (spin up / spin down), eV: 9.365 / 7.148

Each line ends with the Mulliken spin population.
Element x y z (Å)
Pt: 2.088307 0.191122 -0.762744  1.52
O: 0.628647 0.754020 0.096159  0.42
C: 0.395523 -0.822653 0.676570  0.21
C: -0.703760 -0.451585 -0.040639  0.62
H: 0.457739 1.529910 0.650210  0.02
H: -1.400760 -1.309774 -0.018782  0.15
H: -1.465694 0.108957 -0.600773  0.05

Atoms 1-2, force components in eV/Å:
Pt 4.9 -2.1 -2.5
O -1.8 3.3 1.4

---

[4]
Entry from OMol25: a structure of composition C11H16BF4N5O4V (ωB97M-V/def2-TZVPD).

Summary:
Maximum force, eV/Å: 1.677
2S+1: 2
LUMO level (spin up / spin down), eV: -0.3 / 0.0
Gap between HOMO and LUMO (spin up / spin down), eV: 10.191 / 11.189

Each line ends with the Mulliken spin population.
Element x y z (Å)
V: -0.774118 0.860644 0.739491  1.18
F: -2.440020 2.456986 -0.224573  0.01
F: -3.465117 1.895461 -2.241363  0.00
F: -1.989301 0.465585 -1.137779  0.01
F: -1.227469 2.400618 -2.170971  0.00
O: -0.929657 2.389381 2.304738  0.01
O: 0.506916 2.392462 4.024370  0.00
O: 0.402874 0.681162 2.566521  -0.01
O: 0.417211 1.057395 -0.238306  -0.20
N: -2.863615 0.304336 1.553058  0.00
N: -0.649992 -1.314136 0.538465  -0.02
N: -1.409301 -2.249600 -3.087134  0.00
N: 5.639303 3.385250 -1.347684  0.00
N: 2.575299 -1.142939 -0.052351  0.00
C: -0.468915 -2.339526 0.067095  0.02
C: 4.908302 2.715067 -0.775692  0.00
C: -0.021152 1.816077 2.963318  0.01
C: 3.448943 -2.298673 2.106353  0.00
C: -5.379751 0.176072 0.980588  0.00
C: -3.971859 0.233435 1.286930  0.00
C: 2.978776 -1.669319 0.882620  0.00
C: -0.962454 -1.266230 -3.454609  0.00
C: 3.992869 1.844640 -0.053658  0.00
C: -0.394520 -0.000953 -3.888474  0.00
C: -0.231982 -3.642474 -0.531712  0.00
B: -2.303200 1.830296 -1.509318  0.00
H: 3.056039 1.728547 -0.598575  0.00
H: 3.775723 2.233211 0.937424  0.00
H: 0.040374 0.520118 -3.037232  0.00
H: 4.372018 -1.817295 2.433864  0.00
H: 0.325707 -0.127534 -4.691183  0.00
H: -1.152309 -4.217567 -0.480731  0.00
H: 0.107308 -3.512651 -1.553168  0.00
H: 2.714168 -2.143376 2.896729  0.00
H: -1.190996 0.653729 -4.245995  0.00
H: -5.617871 0.968960 0.267169  0.00
H: 4.421018 0.846473 0.008295  0.00
H: 3.629908 -3.359694 1.967570  0.00
H: -5.670490 -0.771458 0.536779  0.00
H: 0.544389 -4.152735 0.043024  0.00
H: -5.963531 0.352219 1.883960  0.00
H: 1.220479 1.818033 4.332149  0.00

Atoms 1-2, force components in eV/Å:
V 1.3 -0.5 1.0
F 0.2 -0.2 0.0

---

[5]
Entry from OMol25: a cluster of 3 separate species, C7H16O2 in total (ωB97M-V/def2-TZVPD).

Summary:
Maximum force, eV/Å: 2.625
2S+1: 1
ΔE to the lowest compared entry with this formula, charge and spin, kJ/mol: 201.53
LUMO level, eV: 0.8
Gap between HOMO and LUMO, eV: 9.809

Each line ends with the Mulliken charge.
Element x y z (Å)
O: 0.637103 -1.979781 -1.567609  -0.59
O: 2.342517 0.135081 -1.319994  -0.61
C: 0.791491 2.433269 1.069590  -1.65
C: -2.010076 -2.107115 0.065758  -1.08
C: -1.958416 -0.937142 -0.852967  0.44
C: 0.943662 1.074128 0.398798  1.82
C: 1.299369 -0.027843 1.396163  -1.47
C: -1.967067 0.344935 -0.447792  -1.24
C: 1.848744 1.104329 -0.765295  -0.12
H: -2.039121 -1.800071 1.110237  0.28
H: -0.058541 2.421079 1.750307  0.37
H: 0.617924 3.218517 0.335402  0.43
H: 0.799848 -2.357864 -2.436056  0.25
H: -2.885394 -2.723362 -0.153340  0.36
H: -1.988681 -1.167473 -1.910028  0.28
H: 2.158563 2.115975 -1.090066  0.35
H: -2.259431 0.576507 0.568789  0.34
H: -2.152618 1.145356 -1.149929  0.36
H: 0.533485 -0.087983 2.167391  0.35
H: 1.346497 -0.990383 0.894130  0.28
H: 1.683072 2.691054 1.641305  0.41
H: -1.129398 -2.724175 -0.091445  0.23
H: -0.138467 0.755789 -0.034044  -0.58
H: 1.324700 -1.284478 -1.449081  0.36
H: 2.260234 0.171653 1.869777  0.43

Atoms 1-2, force components in eV/Å:
O 0.3 0.2 0.0
O -0.4 0.7 0.3

---

[6]
Entry from OMol25: a cluster of 2 separate species, C4H8N2O in total (ωB97M-V/def2-TZVPD).

Summary:
Maximum force, eV/Å: 0.391
2S+1: 1
ΔE to the lowest compared entry with this formula, charge and spin, kJ/mol: 450.02
LUMO level (spin up / spin down), eV: 0.9 / 0.9
Gap between HOMO and LUMO (spin up / spin down), eV: 8.383 / 8.382

Each line ends with the Mulliken charge.
Element x y z (Å)
O: 0.786252 1.069855 1.944231  -0.59
N: -0.019478 -0.967233 -0.836895  0.08
N: -1.136082 2.249203 1.592727  -0.37
C: -0.067734 1.506992 1.195208  0.29
C: 1.331452 -0.675495 -1.285963  -0.20
C: 0.088873 -0.028327 -1.787402  -0.59
C: -0.633296 -1.748722 -0.016446  -0.45
H: -1.715231 -1.804856 -0.043927  0.28
H: -0.050115 -2.305601 0.705186  0.26
H: 1.964596 -0.137445 -0.578394  0.18
H: -1.771590 2.635429 0.914104  0.21
H: 1.809985 -1.528139 -1.779165  0.28
H: -0.400532 -0.081280 -2.751719  0.22
H: -1.213548 2.535687 2.556670  0.23
H: -0.064704 1.331022 0.103121  0.18

Atoms 1-2, force components in eV/Å:
O -0.3 0.2 -0.2
N -0.1 -0.1 0.1